{
  "formula": "C10H17N4",
  "method": "ωB97M-V with the def2-TZVPD basis set",
  "spin_multiplicity": 3,
  "e_above_lowest_kj_mol": 0.0,
  "charge": 1,
  "max_force_ev_per_a": 5.63,
  "s2": 2.030,
  "e_tot_ha": -609.8003,
  "e_lumo_ev": [-2.92, -7.13],
  "homo_lumo_gap_ev": [7.44, 5.42],
  "e_homo_ha": [-0.380, -0.461],
  "species": ["C", "C", "C", "C", "C", "C", "C", "C", "C", "C", "N", "N", "N", "N", "H", "H", "H", "H", "H", "H", "H", "H", "H", "H", "H", "H", "H", "H", "H", "H", "H"],
  "positions_angstrom": [[-2.335, -0.648, 0.131], [-3.508, 0.203, 0.078], [-1.037, -0.309, 0.113], [-0.357, 0.883, -0.293], [-0.176, -1.426, 0.626], [1.247, -0.894, 0.369], [1.130, -2.232, -1.900], [1.487, 2.463, 1.579], [2.011, -1.752, -0.745], [2.068, 1.570, 0.352], [-0.696, -2.273, 1.347], [-3.574, 1.247, -0.559], [-1.252, 1.913, -0.795], [1.116, 0.550, 0.058], [-2.595, -1.614, 0.580], [-4.345, -0.318, 0.527], [1.823, -0.890, 1.261], [0.331, -2.864, -1.542], [1.734, -2.917, -2.486], [0.729, -1.406, -2.406], [2.002, 3.363, 1.916], [0.395, 2.778, 1.324], [1.295, 1.758, 2.419], [2.730, -1.186, -1.269], [2.463, -2.576, -0.164], [3.074, 1.027, 0.661], [2.284, 2.288, -0.501], [-0.218, -2.971, 1.784], [-4.464, 1.805, -0.641], [-2.319, 1.581, -0.820], [-1.044, 2.849, -1.005]],
  "atomic_forces_ev_per_a": [[-3.635, 0.336, 0.982], [0.166, -4.749, 1.247], [2.627, 0.478, -0.921], [-2.938, -1.320, 0.282], [1.085, 4.113, -0.592], [0.327, -0.235, -1.074], [0.392, -1.603, 1.844], [-2.680, -1.297, -0.423], [-1.314, -0.286, 0.711], [2.291, 0.722, 1.489], [-1.879, 0.063, -0.563], [-2.281, 4.486, -2.137], [4.459, -3.174, 1.312], [-2.447, 0.971, -1.464], [0.458, 0.318, -0.425], [-0.569, 0.397, 0.184], [0.801, -0.228, 0.920], [-0.524, -0.040, 0.139], [0.107, 0.370, -0.584], [-0.458, 0.955, -1.169], [0.499, -0.432, -0.463], [1.941, -0.344, 0.071], [0.559, 0.584, -0.313], [1.434, 0.913, 0.243], [-0.082, 0.357, -0.497], [-2.029, 1.276, -0.664], [-0.492, -1.152, 0.632], [2.135, -2.185, 1.313], [1.165, -1.120, 0.413], [-0.129, 0.637, -0.280], [1.011, 1.190, -0.212]]
}



{
  "formula": "C10H17NOPb",
  "method": "ωB97M-V with the def2-TZVPD basis set",
  "spin_multiplicity": 1,
  "e_above_lowest_kj_mol": 145.1,
  "max_force_ev_per_a": 3.50,
  "e_tot_ha": -713.7942,
  "e_lumo_ev": [-0.51, -2.21],
  "homo_lumo_gap_ev": [7.47, 5.84],
  "e_homo_ha": [-0.293, -0.296],
  "species": ["C", "C", "C", "C", "C", "Pb", "N", "C", "C", "H", "H", "H", "H", "H", "H", "H", "H", "H", "H", "C", "C", "C", "O", "H", "H", "H", "H", "H", "H", "H"],
  "positions_angstrom": [[1.228, 1.467, -2.039], [0.534, 2.558, -1.463], [-0.851, 2.193, -1.319], [-0.984, 0.820, -1.735], [0.296, 0.376, -2.183], [-1.644, 1.432, 1.393], [0.231, 0.362, 1.101], [3.246, 0.283, 0.783], [3.937, 1.415, 1.165], [-1.645, 2.853, -0.957], [0.958, 3.555, -1.266], [-1.911, 0.215, -1.689], [0.519, -0.631, -2.556], [2.301, 1.410, -2.282], [4.102, 2.281, 0.509], [2.668, 0.169, -0.155], [1.065, 0.944, 1.344], [4.488, 1.516, 2.145], [3.325, -0.646, 1.396], [-0.740, -1.791, 0.657], [-2.238, -1.567, 0.410], [-3.083, -2.780, 0.898], [-2.780, -0.352, 0.964], [-0.618, -2.164, 1.685], [0.040, -0.687, 0.668], [-0.271, -2.538, -0.008], [-2.387, -1.463, -0.689], [-2.743, -2.980, 1.918], [-4.143, -2.510, 0.945], [-2.899, -3.737, 0.360]],
  "atomic_forces_ev_per_a": [[-0.517, -1.527, -0.035], [0.346, -0.219, -0.834], [-0.894, -2.378, -0.660], [-1.534, 2.971, 1.021], [2.312, 1.274, -0.014], [0.573, -1.354, -0.068], [-0.888, 2.425, 0.985], [1.695, 1.083, 0.776], [-0.346, -1.620, -0.174], [0.274, -0.254, -0.407], [-0.256, -0.705, -0.001], [0.803, 0.617, -0.122], [-0.052, 0.563, 0.177], [-0.796, 0.155, 0.159], [-0.606, -0.364, 0.200], [0.642, 0.384, 0.658], [-0.358, -1.717, -0.534], [-0.732, -0.532, -1.170], [-0.383, 1.021, -0.300], [-1.397, -2.808, 0.738], [-0.360, 1.013, -1.186], [0.909, 0.063, 0.476], [0.710, -0.582, 0.116], [0.294, 0.443, -0.161], [0.855, 1.063, 0.283], [-0.135, 0.585, -0.097], [0.071, -0.331, 0.364], [-0.254, 0.010, 0.149], [0.234, -0.112, -0.278], [-0.208, 0.831, -0.061]]
}



{
  "formula": "C10H17O2S",
  "method": "ωB97M-V with the def2-TZVPD basis set",
  "spin_multiplicity": 1,
  "e_above_lowest_kj_mol": 356.1,
  "charge": -1,
  "max_force_ev_per_a": 5.09,
  "e_tot_ha": -939.7528,
  "e_lumo_ev": [3.13, 3.12],
  "homo_lumo_gap_ev": [6.00, 5.89],
  "e_homo_ha": [-0.106, -0.102],
  "species": ["C", "C", "C", "C", "C", "C", "C", "C", "C", "C", "O", "O", "S", "H", "H", "H", "H", "H", "H", "H", "H", "H", "H", "H", "H", "H", "H", "H", "H", "H"],
  "positions_angstrom": [[-1.936, 0.398, 0.256], [-1.400, 0.091, -1.160], [-0.184, 2.060, 1.129], [-0.628, 0.570, 1.097], [0.243, 2.575, -0.236], [-0.012, -0.140, -1.012], [0.342, -0.412, 0.480], [0.746, -0.500, -2.217], [0.020, -1.847, 0.807], [1.799, -0.363, 0.943], [-2.282, 3.804, -0.826], [-0.396, 3.672, -2.467], [-1.124, 2.990, -1.361], [-2.332, 1.464, 0.237], [-2.561, -0.418, 0.636], [-2.046, -0.660, -1.651], [-1.554, 0.948, -1.933], [-0.985, 2.683, 1.675], [0.781, 2.000, 1.807], [-1.025, 0.314, 2.110], [1.103, 2.594, -0.803], [0.748, -1.592, -2.733], [1.821, -0.219, -2.004], [0.382, 0.134, -3.046], [0.732, -2.494, 0.343], [-0.942, -2.230, 0.495], [0.093, -1.925, 1.921], [2.440, -1.208, 0.533], [1.634, -0.308, 2.067], [2.374, 0.546, 0.829]],
  "atomic_forces_ev_per_a": [[1.116, 2.083, -0.892], [-2.577, 0.350, -0.757], [2.448, -0.727, 1.019], [-2.173, 0.094, 1.371], [-4.991, 0.481, 0.867], [1.102, -1.230, 0.603], [0.499, 0.422, -2.304], [2.000, -0.693, -1.186], [-0.996, -0.444, 1.433], [0.332, 0.627, 1.205], [1.198, -0.648, 0.387], [-0.063, 0.026, -0.350], [0.653, 1.239, 0.092], [-0.719, -1.625, 0.220], [-0.186, 0.600, -0.007], [0.520, -0.515, 0.060], [0.088, -0.585, 1.268], [1.204, -0.750, -1.088], [-1.718, 0.627, -0.934], [1.044, -0.085, -0.085], [2.122, -0.246, -0.415], [-0.226, 1.827, 1.632], [-0.812, -0.504, -0.669], [0.284, -0.060, 0.271], [0.652, -0.509, -0.173], [-0.531, 0.290, -0.047], [-0.056, -0.432, -0.715], [-0.932, 0.863, 0.930], [0.854, -0.994, -0.928], [-0.136, 0.519, -0.808]]
}



{
  "formula": "C10H17P",
  "method": "ωB97M-V with the def2-TZVPD basis set",
  "spin_multiplicity": 1,
  "e_above_lowest_kj_mol": 157.1,
  "max_force_ev_per_a": 6.08,
  "e_tot_ha": -732.4571,
  "e_lumo_ev": 1.09,
  "homo_lumo_gap_ev": 8.91,
  "e_homo_ha": -0.288,
  "smiles": "CCC[C@H]1C(C)=C[C@H]2[C@@H]1P2C",
  "species": ["C", "C", "C", "C", "C", "C", "C", "C", "C", "P", "C", "H", "H", "H", "H", "H", "H", "H", "H", "H", "H", "H", "H", "H", "H", "H", "H", "H"],
  "positions_angstrom": [[3.833, -1.047, -0.295], [2.618, -0.427, 0.393], [1.266, -0.668, -0.382], [0.078, -0.138, 0.378], [-0.214, 1.320, 0.337], [0.757, 2.316, 0.886], [-1.314, 1.609, -0.424], [-2.146, 0.528, -0.846], [-1.498, -0.689, -0.422], [-2.874, -0.248, 0.725], [-4.275, -1.372, 0.120], [4.676, -0.737, 0.300], [3.958, -0.614, -1.285], [3.883, -2.026, -0.526], [2.675, 0.595, 0.594], [2.359, -0.969, 1.329], [1.264, -1.781, -0.511], [1.281, -0.169, -1.378], [-0.044, -0.525, 1.364], [0.329, 3.370, 0.971], [1.337, 2.516, -0.120], [1.305, 1.949, 1.736], [-1.638, 2.712, -0.532], [-2.699, 0.580, -1.793], [-1.337, -1.567, -0.874], [-5.001, -1.030, 0.849], [-3.913, -2.332, 0.252], [-4.666, -1.156, -0.847]],
  "atomic_forces_ev_per_a": [[-0.127, 4.308, 0.322], [-2.282, -3.106, -0.531], [1.377, -0.058, -0.284], [-3.657, -1.382, -2.049], [-1.542, 0.330, -1.300], [-0.398, 2.055, -3.457], [1.654, 3.785, 1.620], [-1.188, -0.543, -1.028], [3.341, 2.778, 4.254], [-0.269, -0.277, -1.114], [0.554, 2.929, 0.940], [0.700, -0.231, 0.017], [0.077, 0.590, -0.126], [-0.434, -3.617, 0.127], [0.764, 1.579, 0.315], [0.762, 0.477, -0.080], [-0.582, 0.857, -0.127], [0.083, -0.471, 0.427], [0.358, -0.455, 0.856], [0.219, -1.538, 0.656], [0.253, -0.511, 2.309], [0.418, 0.275, 0.072], [0.408, -1.838, 0.063], [0.033, 0.027, 0.528], [-0.007, -3.076, -1.927], [-0.589, -0.760, 0.120], [0.093, -2.136, 0.239], [-0.019, 0.010, -0.841]]
}